ORCA calculation (ωB97M-V/def2-TZVPD) on an isolated molecule of C4H10N4O2 at a distorted geometry.

Last columns: bonded neighbours and bond lengths (Å).
Positions of all 20 atoms, in Å:
1 H -2.25545 0.80648 -3.34591  N10 0.996
2 H 2.07650 -0.69191 3.46874  C15 1.057
3 C -0.65269 0.52956 0.69098  H4 1.067, C5 1.560, N6 1.444, H12 1.092
4 H -1.51348 -0.07819 0.85870  C3 1.067
5 C 0.17232 0.52466 2.01443  C3 1.560, O8 1.354, O18 1.203
6 N 0.16184 0.17628 -0.44837  C3 1.444, N14 1.407, H20 1.018
7 C -1.04855 -0.33479 -2.25116  N10 1.381, N14 1.313, N17 1.388
8 O 1.50826 0.41717 1.81909  C5 1.354, C15 1.411
9 H 0.07304 -1.72804 -1.51017  N17 1.034
10 N -1.90162 -0.12437 -3.31626  H1 0.996, C7 1.381, H13 1.009
11 H 2.20172 1.08445 3.53143  C15 1.067
12 H -0.96658 1.56562 0.54730  C3 1.092
13 H -2.60154 -0.81008 -3.55510  N10 1.009
14 N -0.59393 0.66385 -1.53061  N6 1.407, C7 1.313
15 C 2.32171 0.19675 2.95113  H2 1.057, O8 1.411, H11 1.067, H16 1.043
16 H 3.31213 0.21371 2.62465  C15 1.043
17 N -0.72394 -1.68186 -2.16801  C7 1.388, H9 1.034, H19 1.037
18 O -0.31326 0.69702 3.10139  C5 1.203
19 H -0.31934 -2.07675 -3.03761  N17 1.037
20 H 1.06286 0.65045 -0.44463  N6 1.018

Results
Kohn-Sham gap   9.5 eV
Relative energy (zero: lowest compared OMol25 entry of this formula, charge and spin)   25.5 kcal per mole
SMILES string   COC(=O)CNN=C(N)N

ORCA calculation (ωB97M-V/def2-TZVPD) on a cluster of 2 separate species, C2H9N2O in total at a distorted geometry.

Last columns: bonded neighbours and bond lengths (Å).
Positions of all 14 atoms, in Å:
1 H -0.30496 0.24058 1.83263  C9 1.202
2 H 4.84766 0.25246 0.24826  O12 0.956
3 N -0.14826 1.37379 -0.00610  C9 1.455, H10 1.062, H11 1.031
4 N -2.19294 -1.13137 -0.65044  H5 0.993, C8 1.437, H14 1.033
5 H -3.00141 -0.80754 -1.12702  N4 0.993
6 H -0.05967 -0.60456 0.25662  C9 1.110
7 H -2.85622 0.40411 0.65852  C8 1.048
8 C -2.07713 -0.27918 0.50018  N4 1.437, H7 1.048, C9 1.496
9 C -0.67619 0.21021 0.68991  H1 1.202, N3 1.455, H6 1.110, C8 1.496
10 H -0.06149 1.20835 -1.05199  N3 1.062
11 H -0.91086 2.05333 0.13723  N3 1.031
12 O 4.25836 -0.13575 -0.39682  H2 0.956, H13 1.013
13 H 3.69446 -0.90156 -0.04726  O12 1.013
14 H -2.50608 -2.04229 -0.27721  N4 1.033

Results
Total charge   +1
Kohn-Sham gap   5.8 eV
Relative energy (zero: lowest compared OMol25 entry of this formula, charge and spin)   129.8 kcal per mole

Q: Look up the Kohn-Sham gap of the first one.
A: 9.5 eV